DFT (ωB97M-V with the def2-TZVPD basis set) results for a structure of composition CF3N5O18PbS at a distorted geometry.

## Properties
lowest unoccupied orbital energy (spin up / spin down)	6.90 / 2.57	eV
net charge	-3
HOMO-LUMO gap (spin up / spin down)	8.18 / 3.51	eV
E_HOMO (spin up / spin down)	-1.277 / -0.935	eV
multiplicity	2
⟨S²⟩	0.76
total energy	-2556.20614	hartree

Each line ends with the Mulliken charge.
Cartesian coordinates (Å):
Pb: -0.307 -0.641 0.279  2.037
N: -2.094 -2.915 -0.487  1.344
O: -1.521 -3.054 0.580  -0.655
O: -2.035 -1.877 -1.153  -0.623
O: -2.834 -3.651 -0.921  -0.739
N: 2.734 1.251 0.720  0.840
O: 1.720 0.853 0.172  -0.360
O: 3.665 0.418 0.780  -0.546
O: 2.980 2.413 0.905  -0.562
N: 0.707 -2.394 3.345  0.810
O: 0.327 -1.478 2.647  -0.449
O: 1.801 -2.229 3.940  -0.627
O: -0.075 -3.290 3.677  -0.603
N: 1.606 -2.895 -1.793  0.913
O: 2.705 -3.462 -1.826  -0.667
O: 0.918 -3.034 -2.739  -0.644
O: 1.256 -2.246 -0.821  -0.563
N: -2.178 1.232 2.304  1.200
O: -2.471 0.163 1.806  -0.649
O: -2.994 1.846 2.936  -0.765
O: -0.998 1.588 2.248  -0.630
C: 0.478 3.239 -2.370  0.588
F: 0.276 4.328 -3.203  -0.280
F: 1.224 2.343 -2.969  -0.245
F: 1.241 3.703 -1.499  -0.232
S: -1.286 2.560 -1.702  1.049
O: -2.136 2.708 -2.898  -0.705
O: -0.920 1.157 -1.362  -0.588
O: -1.792 3.361 -0.595  -0.646